# 1
The following is a DFT calculation (ωB97M-V with the def2-TZVPD basis set) of an isolated ion of composition C5H4N and charge +1.

```
10
C5H4N | OMol25 | ωB97M-V with the def2-TZVPD basis set
C -1.37623 -0.37374 -0.26163
N 0.05279 -0.06536 -0.15662
C 0.76184 0.54237 0.93715
C 1.94120 0.69484 0.24255
C 2.23925 -0.18825 -0.68377
C 1.01403 -0.07213 -1.10480
H -1.42496 -0.78108 -1.24214
H -1.62948 -1.17139 0.56251
H -2.00756 0.53921 -0.21695
H 0.42910 0.87553 1.92369
```

Its net charge is +1. As for the SMILES: C[N+]1=CC2=C=C21. The total energy is -247.082901 Ha. The gap between HOMO and LUMO (spin up / spin down) is 8.067 / 8.067 eV. The lowest unoccupied orbital energy (spin up / spin down) comes out at -0.280 / -0.280 Eh. Its spin multiplicity is 1. The calculation puts the relative energy (zero: lowest compared OMol25 entry of this formula, charge and spin) at 112.3 kcal/mol. The HOMO energy (spin up / spin down) comes out at -15.68 / -15.68 eV.

# 2
The following is a DFT calculation (ωB97M-V with the def2-TZVPD basis set) of an isolated ion of composition C5H4N and charge +1.

```
10
C5H4N | OMol25 | ωB97M-V with the def2-TZVPD basis set
C 3.34938 0.49486 0.08626
C 2.20516 0.16331 0.07824
C 0.54950 -0.53274 -0.25757
N -0.06859 -1.55769 -0.59163
C -0.82456 -0.47208 -0.23068
C -2.12565 0.02313 0.13286
H 4.02811 1.22974 0.25053
H -2.07585 0.82502 -0.56938
H -2.05831 0.45511 1.08903
H -2.97920 -0.62865 0.01234
```

Its net charge is +1. As for the SMILES: C#CC1=[N+]=C1C. The total energy is -247.140085 Ha. The gap between HOMO and LUMO is 10.129 eV. The lowest unoccupied orbital energy comes out at -0.213 Eh. Its spin multiplicity is 1. The calculation puts the relative energy (zero: lowest compared OMol25 entry of this formula, charge and spin) at 76.5 kcal/mol. The HOMO energy comes out at -15.93 eV.

# 3
The following is a DFT calculation (ωB97M-V with the def2-TZVPD basis set) of a single C5H4N2 molecule.

```
11
C5H4N2 | OMol25 | ωB97M-V with the def2-TZVPD basis set
C -1.64535 0.04658 -2.42567
C -1.07371 0.22372 -1.33976
C -0.30582 0.22191 -0.17162
C 1.00752 0.59747 0.04197
C 1.28096 0.15290 1.34210
N 0.22968 -0.46126 1.88821
N -0.70918 -0.41855 0.95944
H -1.02217 -0.84783 -2.63453
H 1.65081 1.08617 -0.67618
H 2.19555 0.25239 1.90720
H -1.60829 -0.85349 1.10883
```

As for the SMILES: C#Cc1ccn[nH]1. The total energy is -302.302846 Ha. The gap between HOMO and LUMO is 9.503 eV. The lowest unoccupied orbital energy comes out at -0.003 Eh. Its spin multiplicity is 1. The calculation puts the relative energy (zero: lowest compared OMol25 entry of this formula, charge and spin) at 78.7 kcal/mol. The HOMO energy comes out at -9.59 eV.

# 4
The following is a DFT calculation (ωB97M-V with the def2-TZVPD basis set) of a single C5H4N2 molecule.

```
11
C5H4N2 | OMol25 | ωB97M-V with the def2-TZVPD basis set
C 1.38685 -0.79351 -0.02105
C -0.03899 -0.66186 -0.04679
C -0.78274 0.45681 0.05057
C -0.20788 1.83171 0.22953
N 0.37328 2.81883 -0.14461
C -2.22540 0.41211 0.00137
N -3.34729 0.03973 -0.07253
H 2.07407 0.14144 -0.64452
H 1.65499 -1.83911 -0.58183
H 1.76353 -0.87349 1.08422
H -0.65043 -1.53268 0.14563
```

As for the SMILES: CC=C(C#N)C#N. The total energy is -302.332107 Ha. The gap between HOMO and LUMO is 9.637 eV. The lowest unoccupied orbital energy comes out at -0.029 Eh. Its spin multiplicity is 1. The calculation puts the relative energy (zero: lowest compared OMol25 entry of this formula, charge and spin) at 60.4 kcal/mol. The HOMO energy comes out at -10.43 eV.

# 5
The following is a DFT calculation (ωB97M-V with the def2-TZVPD basis set) of a single C5H4N2 molecule.

```
11
C5H4N2 | OMol25 | ωB97M-V with the def2-TZVPD basis set
C 2.64922 -0.75021 0.18595
C 1.45879 -0.44641 0.25163
C 0.20186 0.43285 0.24520
C -0.01907 -0.79948 0.66754
N -2.14726 -0.17678 -0.23598
N -1.79299 0.92058 -0.74255
C -0.50404 1.34515 -0.48706
H 3.61767 -1.17164 0.01848
H -0.27283 -1.31574 1.58092
H -3.08875 -0.38389 -0.58262
H -0.16319 2.27459 -0.91546
```

The total energy is -302.149363 Ha. The gap between HOMO and LUMO (spin up / spin down) is 7.076 / 7.072 eV. The lowest unoccupied orbital energy (spin up / spin down) comes out at -0.031 / -0.031 Eh. Its spin multiplicity is 1. The calculation puts the relative energy (zero: lowest compared OMol25 entry of this formula, charge and spin) at 175.0 kcal/mol. The HOMO energy (spin up / spin down) comes out at -7.93 / -7.92 eV.

# 6
The following is a DFT calculation (ωB97M-V with the def2-TZVPD basis set) of a single C5H4N2 molecule.

```
11
C5H4N2 | OMol25 | ωB97M-V with the def2-TZVPD basis set
C -2.12009 -0.23016 -0.30355
C -1.01123 -0.23192 -0.77373
C 0.42186 -0.10972 -0.96354
N 1.06822 1.11222 -0.47619
C 1.23350 -0.10384 0.30301
C 0.45430 -0.32986 1.49393
N -0.33679 -0.53460 2.31268
H -3.08456 -0.21434 0.15430
H 0.86205 -0.55822 -1.84923
H 0.37046 1.73298 -0.06883
H 2.23810 -0.50319 0.30293
```

As for the SMILES: C#C[C@H]1N[C@H]1C#N. The total energy is -302.311741 Ha. The gap between HOMO and LUMO is 11.032 eV. The lowest unoccupied orbital energy comes out at 0.036 Eh. Its spin multiplicity is 1. The calculation puts the relative energy (zero: lowest compared OMol25 entry of this formula, charge and spin) at 73.1 kcal/mol. The HOMO energy comes out at -10.04 eV.

# 7
The following is a DFT calculation (ωB97M-V with the def2-TZVPD basis set) of a 2-piece molecular cluster, C5H4N2 overall.

```
11
C5H4N2 | OMol25 | ωB97M-V with the def2-TZVPD basis set
N 4.24795 -2.79849 -1.26146
C 3.86906 -2.71171 -0.18343
C 3.40871 -2.60674 1.11144
N 3.02211 -2.52015 2.18696
C -1.54668 2.59541 -0.74771
C -2.07616 1.51845 -0.26500
C -2.60939 0.44331 0.21752
H -0.98199 2.58885 -1.66597
H -1.64668 3.54724 -0.25124
H -3.60966 0.13859 -0.04614
H -2.07727 -0.19475 0.90503
```

As for the SMILES: N#CC#N.C=C=C. The total energy is -302.318385 Ha. The gap between HOMO and LUMO is 9.841 eV. The lowest unoccupied orbital energy comes out at -0.007 Eh. Its spin multiplicity is 1. The calculation puts the relative energy (zero: lowest compared OMol25 entry of this formula, charge and spin) at 69.0 kcal/mol. The HOMO energy comes out at -10.03 eV.

# 8
The following is a DFT calculation (ωB97M-V with the def2-TZVPD basis set) of a single C5H4N2 molecule.

```
11
C5H4N2 | OMol25 | ωB97M-V with the def2-TZVPD basis set
H -2.72256 -1.47371 0.60481
N -2.19913 -0.76455 0.09472
C -1.00554 -0.69239 0.51359
C -0.05533 0.25860 -0.12418
C 1.32879 -0.18761 -0.22499
C 2.50451 -0.46026 -0.14128
C -0.23899 1.66884 -0.38294
N -0.93408 1.13676 -1.25952
H -0.56258 -1.35105 1.26972
H 3.54630 -0.70788 -0.07628
H 0.33861 2.57326 -0.27364
```

As for the SMILES: [H]/N=C/[C@]1(C#C)C=N1. The total energy is -302.252083 Ha. The gap between HOMO and LUMO is 9.977 eV. The lowest unoccupied orbital energy comes out at 0.030 Eh. Its spin multiplicity is 1. The calculation puts the relative energy (zero: lowest compared OMol25 entry of this formula, charge and spin) at 110.6 kcal/mol. The HOMO energy comes out at -9.17 eV.

# 9
The following is a DFT calculation (ωB97M-V with the def2-TZVPD basis set) of C5H4N2 as an isolated structure.

```
11
C5H4N2 | OMol25 | ωB97M-V with the def2-TZVPD basis set
C 0.20095 -0.01065 2.57930
C 0.01247 0.01562 1.38388
C -0.21260 -0.12714 -0.03343
C 0.89431 0.19665 -0.95145
N 0.67625 0.75992 -2.06820
N -1.68714 0.33826 -1.10395
C -1.50886 -0.66494 -0.40574
H 0.36148 0.00978 3.63902
H 1.89368 -0.03350 -0.56068
H 1.54011 0.86045 -2.59513
H -2.17064 -1.34446 0.11639
```

The total energy is -302.232993 Ha. The gap between HOMO and LUMO (spin up / spin down) is 8.503 / 8.503 eV. The lowest unoccupied orbital energy (spin up / spin down) comes out at -0.008 / -0.008 Eh. Its spin multiplicity is 1. The calculation puts the relative energy (zero: lowest compared OMol25 entry of this formula, charge and spin) at 122.6 kcal/mol. The HOMO energy (spin up / spin down) comes out at -8.73 / -8.73 eV.

Q: Look up the relative energy (zero: lowest compared OMol25 entry of this formula, charge and spin) of the first one.
A: 112.3 kcal/mol

Q: Look up the relative energy (zero: lowest compared OMol25 entry of this formula, charge and spin) of the ninth one.
A: 122.6 kcal/mol

Q: relative energy (zero: lowest compared OMol25 entry of this formula, charge and spin) of number 9 (C5H4N2)?
A: 122.6 kcal/mol